ORCA calculation (ωB97M-V/def2-TZVPD) on one molecule with the formula C4H12N2O.

The HOMO-LUMO gap is 8.62 eV. Its HOMO energy is -7.690 eV. For the LUMO energy, the calculation gives 0.930 eV. The SMILES is C[C@H](O)CCNN. As for the net charge: 0.

Last column: Löwdin charge in e.
Atoms and positions in Å:
C: -2.031 0.304 1.057  -0.07
C: -1.443 0.687 -0.293  -0.38
O: -2.320 0.433 -1.365  -0.06
C: 0.024 -0.300 -0.544  -0.13
C: 0.999 0.730 -0.213  -0.14
N: 2.061 -0.286 0.602  -0.20
N: 2.976 -1.199 0.012  -0.05
H: -3.015 0.761 1.186  0.08
H: -2.161 -0.777 1.134  0.08
H: -1.373 0.622 1.864  0.08
H: -1.296 1.769 -0.327  0.13
H: -2.587 -0.493 -1.335  0.09
H: 0.000 -0.544 -1.603  0.10
H: -0.101 -1.211 0.037  0.10
H: 0.799 1.525 0.500  0.10
H: 1.551 1.099 -1.076  0.10
H: 1.781 -0.599 1.529  0.08
H: 3.640 -0.676 -0.553  0.06
H: 2.496 -1.846 -0.614  0.05

=====

ORCA calculation (ωB97M-V/def2-TZVPD) on one molecule with the formula C6H7N5O.

The HOMO-LUMO gap is 7.00 eV. Its HOMO energy is -8.255 eV. For the LUMO energy, the calculation gives -1.257 eV. The SMILES is COc1nnc2nn(C)cnc1-2. As for the net charge: 0.

Last column: Löwdin charge in e.
Atoms and positions in Å:
C: 3.741 -0.315 0.484  -0.05
O: 2.698 -0.858 -0.324  -0.06
C: 1.577 -0.126 -0.258  -0.32
N: 1.783 1.278 -0.150  0.13
N: 0.527 1.823 -0.102  0.05
C: -0.379 0.768 -0.008  -0.27
N: -1.715 1.080 0.104  0.24
N: -2.361 -0.078 0.084  -0.19
C: -3.794 0.094 0.139  -0.04
C: -1.817 -1.329 -0.088  -0.17
N: -0.590 -1.507 -0.093  0.14
C: 0.302 -0.468 -0.070  -0.16
H: 4.618 -1.129 0.429  0.14
H: 3.392 -0.192 1.537  0.13
H: 4.236 0.249 0.028  -0.05
H: -4.134 0.900 -0.790  0.18
H: -4.054 0.323 1.047  0.01
H: -4.433 -0.872 0.154  0.12
H: -2.486 -2.327 0.105  0.19

=====

ORCA calculation (ωB97M-V/def2-TZVPD) on C19H29FMgN5S2Si as an isolated structure.

The HOMO-LUMO gap is 6.64 eV. Its HOMO energy is -9.691 eV. For the LUMO energy, the calculation gives -3.051 eV. As for the net charge: +1.

Last column: Löwdin charge in e.
Atoms and positions in Å:
Mg: 0.419 -0.193 0.608  0.39
C: 4.060 -2.300 1.684  -0.16
Si: 3.366 -1.515 0.153  0.34
C: 3.686 0.332 0.279  -0.17
C: 4.182 -2.159 -1.384  -0.17
N: 1.640 -1.614 0.055  -0.16
C: 0.917 -2.807 0.003  -0.31
C: 1.439 -4.113 -0.036  -0.03
C: 0.615 -5.229 -0.075  -0.08
C: -0.771 -5.111 -0.086  -0.09
C: -1.335 -3.842 -0.060  -0.02
C: -0.480 -2.777 -0.026  -0.18
F: -1.054 -1.474 -0.017  -0.06
H: 5.126 -2.062 1.791  0.04
H: 3.958 -3.391 1.703  0.03
H: 3.533 -1.901 2.557  0.04
H: 4.758 0.565 0.294  0.05
H: 3.248 0.743 1.199  0.04
H: 3.240 0.844 -0.587  0.00
H: 5.244 -1.885 -1.426  0.04
H: 3.680 -1.751 -2.267  0.03
H: 4.123 -3.253 -1.446  0.03
H: 2.516 -4.244 -0.039  0.09
H: 1.066 -6.215 -0.100  0.11
H: -1.405 -5.988 -0.112  0.10
H: -2.407 -3.683 -0.074  0.12
C: -2.611 4.373 2.747  0.01
C: -2.728 2.884 2.716  -0.25
C: -3.885 2.184 2.553  0.05
C: -3.811 0.785 2.512  -0.27
N: -2.656 0.123 2.629  0.13
C: -1.527 0.805 2.806  -0.78
S: 0.019 0.060 3.009  0.65
N: -1.589 2.168 2.845  0.10
C: -5.036 -0.049 2.320  -0.01
H: -3.591 4.837 2.679  0.09
H: -1.999 4.713 1.907  0.10
H: -2.129 4.700 3.670  0.10
H: -4.829 2.701 2.452  0.13
H: -0.704 2.645 2.948  0.14
H: -5.940 0.552 2.265  0.08
H: -5.117 -0.760 3.144  0.10
H: -4.932 -0.636 1.405  0.10
S: -0.071 2.244 -0.146  0.62
C: 1.125 2.613 -1.349  -0.79
N: 0.886 2.383 -2.633  0.04
C: 1.863 2.638 -3.701  -0.14
C: 3.255 2.439 -3.137  -0.15
C: 3.432 3.324 -1.923  -0.14
N: 2.297 3.122 -1.006  0.03
H: -0.003 1.968 -2.847  0.13
H: 1.740 3.655 -4.077  0.13
H: 1.661 1.952 -4.517  0.13
H: 4.010 2.671 -3.885  0.13
H: 3.376 1.393 -2.848  0.11
H: 3.492 4.374 -2.208  0.13
H: 4.342 3.066 -1.386  0.13
H: 2.437 3.254 -0.019  0.13

=====

ORCA calculation (ωB97M-V/def2-TZVPD) on a 2-piece molecular cluster, C3H13N5 overall.

The HOMO-LUMO gap is 9.78 eV. Its HOMO energy is -8.874 eV. For the LUMO energy, the calculation gives 0.906 eV. The SMILES is N=C(N)N.NCCN. As for the net charge: 0.

Last column: Löwdin charge in e.
Atoms and positions in Å:
N: -0.506 0.489 -2.300  0.09
C: 0.711 0.130 -2.597  -0.58
N: 1.641 -0.374 -1.704  0.08
N: 1.190 0.278 -3.954  0.08
H: -0.593 0.491 -1.324  -0.03
H: 1.330 -0.874 -0.884  0.06
H: 2.360 -0.862 -2.235  0.08
H: 1.612 -0.606 -4.344  0.10
H: 0.376 0.453 -4.485  0.05
N: 0.893 0.301 0.902  -0.04
C: -0.360 0.679 1.617  -0.28
C: -1.155 -0.560 2.106  -0.27
N: -2.376 -0.173 2.905  -0.02
H: 1.611 -0.088 1.511  0.07
H: 1.307 1.133 0.442  0.08
H: -0.944 1.290 0.919  0.10
H: -0.180 1.305 2.520  0.10
H: -1.484 -1.160 1.245  0.10
H: -0.452 -1.182 2.696  0.10
H: -2.871 -1.005 3.240  0.06
H: -2.109 0.335 3.725  0.04

=====

ORCA calculation (ωB97M-V/def2-TZVPD) on a 12-piece molecular cluster, C20H69N5O12 overall.

The expectation value of S² is 0.75. The HOMO-LUMO gap (alpha / beta) is 7.25 / 2.15 eV. Its HOMO energy (alpha / beta) is -10.332 / -10.332 eV. For the LUMO energy (alpha / beta), the calculation gives -3.084 / -8.186 eV. Its multiplicity is 2. As for the net charge: +1.

Last column: Mulliken spin population.
Atoms and positions in Å:
O: -3.716 -5.144 -0.657  0.00
H: -4.163 -5.960 -0.885  0.00
H: -2.867 -5.424 -0.314  0.00
O: 1.525 -1.043 4.559  0.00
H: 1.726 -1.539 5.353  0.00
H: 2.359 -0.989 4.092  0.00
O: -1.973 -7.001 -1.627  0.00
H: -2.633 -7.194 -0.960  0.00
H: -1.143 -7.003 -1.150  0.00
O: -1.561 2.705 2.531  0.00
H: -1.119 2.081 3.106  0.00
H: -1.308 2.438 1.647  0.00
O: 0.726 -6.879 -0.766  0.00
H: 1.489 -6.957 -0.193  0.00
H: 1.089 -6.891 -1.652  0.00
O: -1.765 -6.354 1.129  0.00
H: -0.936 -5.885 1.039  0.00
H: -1.793 -6.618 2.049  0.00
O: -2.691 -2.586 -1.949  0.00
H: -3.353 -3.025 -1.416  0.00
H: -2.575 -3.159 -2.707  0.00
C: -6.477 1.068 2.874  0.00
C: -5.049 0.987 2.931  0.00
C: -4.500 -0.130 2.029  0.00
O: -4.718 -1.414 2.559  0.00
C: -3.974 -2.362 1.929  0.00
N: -4.485 2.221 2.468  0.00
H: -6.690 1.325 1.836  0.00
H: -7.005 1.805 3.479  0.00
H: -7.081 0.209 3.166  0.00
H: -4.724 0.744 3.943  0.00
H: -3.438 0.026 1.839  0.00
H: -4.804 -0.230 0.987  0.00
H: -4.244 -3.323 2.365  0.00
H: -2.909 -2.313 2.157  0.00
H: -4.149 -2.440 0.856  0.00
H: -4.696 2.977 3.103  0.00
H: -3.499 2.129 2.269  0.00
C: 4.814 1.975 1.375  0.20
C: 3.962 1.232 2.450  0.02
C: 2.604 1.991 2.693  0.00
O: 2.811 3.002 3.688  0.00
C: 1.784 3.849 3.941  0.00
N: 3.875 -0.165 2.217  0.79
H: 5.852 1.642 1.388  0.00
H: 4.799 3.036 1.623  0.00
H: 4.518 1.819 0.338  -0.01
H: 4.608 1.275 3.327  0.06
H: 1.843 1.362 3.157  0.00
H: 2.156 2.438 1.806  -0.01
H: 0.850 3.518 3.488  0.00
H: 2.067 4.715 3.343  0.00
H: 1.653 4.073 5.000  0.00
H: 4.778 -0.602 2.098  -0.03
H: 3.158 -0.575 1.636  -0.03
C: 1.393 -3.619 1.760  -0.01
C: 0.469 -3.006 0.723  0.00
C: 1.202 -2.271 -0.434  0.00
O: 1.663 -1.047 0.091  0.01
C: 0.556 -0.094 0.270  0.00
N: -0.313 -4.161 0.365  0.00
H: 0.955 -4.424 2.350  0.00
H: 1.863 -2.750 2.220  0.00
H: 2.179 -4.210 1.290  0.00
H: -0.240 -2.315 1.178  0.00
H: 0.791 -2.213 -1.442  0.00
H: 2.064 -2.899 -0.663  0.00
H: -0.346 -0.262 -0.319  0.00
H: 0.880 0.939 0.144  0.00
H: 0.241 -0.101 1.314  0.00
H: 0.344 -4.771 -0.100  0.00
H: -0.876 -3.800 -0.392  0.00
C: -0.220 6.337 -0.200  0.00
C: -0.349 4.742 -0.074  0.00
C: -1.328 4.098 -1.009  0.00
O: -1.548 2.781 -0.514  0.00
C: -2.314 1.982 -1.416  0.00
N: 0.975 4.234 -0.160  0.00
H: 0.193 6.585 -1.178  0.00
H: 0.427 6.761 0.567  0.00
H: -1.271 6.614 -0.291  0.00
H: -0.683 4.460 0.925  0.00
H: -0.832 4.085 -1.980  0.00
H: -2.184 4.770 -1.069  0.00
H: -3.367 2.248 -1.323  0.00
H: -2.330 0.953 -1.056  0.00
H: -1.952 2.080 -2.440  0.00
H: 1.320 4.327 -1.105  0.00
H: 1.039 3.256 0.084  0.00
C: 4.553 2.056 -6.019  0.00
C: 3.537 0.885 -6.039  0.00
C: 2.274 1.383 -5.371  0.00
O: 2.364 1.431 -3.952  0.00
C: 2.385 0.203 -3.262  0.00
N: 3.277 0.453 -7.372  0.00
H: 5.433 1.779 -6.599  0.00
H: 4.789 2.454 -5.032  0.00
H: 4.171 2.887 -6.612  0.00
H: 3.935 -0.014 -5.568  0.00
H: 1.335 0.880 -5.601  0.00
H: 2.068 2.342 -5.847  0.00
H: 1.383 -0.007 -2.889  0.00
H: 3.024 0.317 -2.386  0.00
H: 2.760 -0.620 -3.870  0.00
H: 2.711 1.123 -7.874  0.00
H: 2.594 -0.289 -7.415  0.00

=====

ORCA calculation (ωB97M-V/def2-TZVPD) on a 13-piece molecular cluster, C13H52O13 overall.

The HOMO-LUMO gap is 10.30 eV. Its HOMO energy is -10.231 eV. For the LUMO energy, the calculation gives 0.072 eV. As for the net charge: 0.

Last column: Löwdin charge in e.
Atoms and positions in Å:
C: 21.777 14.082 -21.066  -0.20
O: 21.004 14.857 -20.235  -0.12
H: 21.491 13.033 -20.983  0.07
H: 21.576 14.406 -22.087  0.08
H: 22.831 14.156 -20.799  0.08
H: 20.167 15.042 -20.667  0.08
C: 26.547 6.582 -13.695  -0.14
O: 25.904 5.335 -14.023  -0.15
H: 27.544 6.667 -14.128  0.08
H: 25.912 7.309 -14.201  0.07
H: 26.558 6.626 -12.606  0.08
H: 24.973 5.384 -13.795  0.07
C: 20.888 11.246 -15.873  -0.17
O: 21.484 12.506 -15.637  -0.13
H: 21.411 10.601 -16.578  0.08
H: 20.754 10.790 -14.892  0.08
H: 19.873 11.477 -16.199  0.08
H: 21.149 13.043 -16.359  0.07
C: 14.418 14.506 -15.417  -0.17
O: 13.511 14.564 -14.315  -0.12
H: 14.721 15.463 -15.841  0.07
H: 15.388 14.095 -15.138  0.07
H: 13.988 13.880 -16.199  0.07
H: 12.751 15.073 -14.608  0.07
C: 28.062 15.602 -13.306  -0.19
O: 29.314 15.565 -13.909  -0.12
H: 27.389 14.928 -13.837  0.08
H: 28.115 15.395 -12.237  0.08
H: 27.653 16.582 -13.549  0.08
H: 29.580 16.487 -13.905  0.07
C: 16.139 8.803 -20.804  -0.16
O: 16.685 8.170 -19.635  -0.13
H: 16.648 9.736 -21.043  0.07
H: 16.230 8.198 -21.707  0.07
H: 15.070 8.896 -20.612  0.08
H: 17.552 7.885 -19.933  0.07
C: 26.971 10.082 -19.207  -0.16
O: 26.001 9.503 -20.080  -0.13
H: 27.901 9.515 -19.163  0.07
H: 27.222 11.017 -19.709  0.07
H: 26.591 10.318 -18.213  0.08
H: 26.408 9.413 -20.945  0.07
C: 17.139 10.591 -9.567  -0.19
O: 17.916 9.456 -9.447  -0.12
H: 17.057 11.125 -8.621  0.08
H: 17.580 11.298 -10.271  0.08
H: 16.183 10.229 -9.945  0.08
H: 17.399 8.843 -8.919  0.08
C: 23.179 12.131 -9.438  -0.17
O: 22.945 13.329 -10.138  -0.12
H: 24.226 12.058 -9.141  0.08
H: 22.449 12.066 -8.632  0.08
H: 22.966 11.277 -10.080  0.07
H: 22.919 13.095 -11.069  0.07
C: 15.446 6.500 -14.004  -0.19
O: 14.776 6.014 -15.146  -0.10
H: 15.751 7.533 -14.173  0.07
H: 14.816 6.526 -13.114  0.08
H: 16.378 6.041 -13.674  0.07
H: 15.345 6.423 -15.802  0.07
C: 21.881 4.459 -18.944  -0.20
O: 21.552 5.662 -19.551  -0.10
H: 21.365 4.243 -18.008  0.07
H: 21.631 3.535 -19.465  0.07
H: 22.941 4.408 -18.697  0.08
H: 22.377 6.132 -19.697  0.08
C: 23.253 19.801 -16.148  -0.16
O: 23.113 21.229 -16.106  -0.12
H: 22.401 19.348 -16.654  0.08
H: 24.118 19.455 -16.715  0.07
H: 23.363 19.381 -15.148  0.07
H: 23.553 21.589 -15.332  0.07
C: 21.156 3.872 -10.307  -0.18
O: 21.310 4.962 -11.191  -0.12
H: 21.949 3.145 -10.482  0.08
H: 21.216 4.161 -9.258  0.07
H: 20.209 3.366 -10.490  0.07
H: 20.669 5.641 -10.966  0.07

=====

Molecular weight / g mol⁻¹: 104.2, 165.2, 463.0, 119.2, 571.8, 416.5
Energy relative to the best compared isomer or geometry (same formula, charge and spin) / kcal/mol: 98.8, 158.5, 10.1, 13.1, 24.0, 109.0
Largest force on an atom / eV/A: 6.66, 14.08, 0.54, 3.11, 4.65, 2.14